1.
# C2H7N4

The ion C2H7N4 with charge +1 (ωB97M-V with the def2-TZVPD basis set, OMol25).

The geometry in XYZ format:
```
13
Properties=species:S:1:pos:R:3:mulliken_charge:R:1
C -1.059 -0.712 -0.065 0.452
C 1.095 -0.421 -0.876 -0.257
N -0.180 -1.009 -0.860 -0.285
N -0.215 0.902 0.880 -0.738
N -2.144 -1.110 0.432 -0.317
N 0.796 0.983 -0.017 -0.070
H 1.743 -1.138 -0.484 0.299
H 1.464 -0.007 -1.879 0.307
H -0.012 0.450 1.762 0.269
H -2.332 -2.091 0.465 0.269
H -2.895 -0.424 0.458 0.283
H 1.716 1.326 0.499 0.396
H 0.555 1.825 -0.654 0.393
```

Properties
Electronic energy (hartree): -299.0600
Net charge: +1
ΔE to the lowest compared entry with this formula, charge and spin (eV): 4.410
Max |F| (eV Å⁻¹): 5.09
2S+1: 1

---

2.
# CN2O3S

The molecule CN2O3S (ωB97M-V with the def2-TZVPD basis set, OMol25).

The geometry in XYZ format:
```
7
Properties=species:S:1:pos:R:3:mulliken_charge:R:1
O -0.751 -2.364 -0.042 -0.426
N -0.381 -1.246 -0.056 0.569
C -0.484 -0.033 -0.101 0.052
S -2.476 0.709 -0.010 -0.122
N 0.559 0.952 -0.059 0.919
O 1.675 0.494 -0.016 -0.526
O 0.245 2.108 -0.064 -0.467
```

Properties
Electronic energy (hartree): -771.2063
ΔE to the lowest compared entry with this formula, charge and spin (eV): 4.891
Max |F| (eV Å⁻¹): 4.17
2S+1: 1

---

3.
# C10H10NO2S

The ion C10H10NO2S with charge +1 (ωB97M-V with the def2-TZVPD basis set, OMol25).

The geometry in XYZ format:
```
24
Properties=species:S:1:pos:R:3:mulliken_charge:R:1
C 4.040 0.876 0.599 -0.425
C 3.177 -0.187 0.486 -0.620
C 3.740 2.177 0.241 -0.453
C 1.870 0.144 0.086 -0.225
C 2.463 2.548 -0.116 -0.633
C 1.502 1.455 -0.148 0.445
C 0.116 1.817 -0.243 0.443
C -1.992 1.349 0.051 0.755
C -4.349 -1.139 -0.281 -1.098
C -3.116 -0.716 0.486 -0.155
N -0.829 0.854 -0.127 -0.385
O -0.310 3.071 -0.328 -0.326
O -3.038 0.715 0.326 -0.277
S -1.955 3.143 0.021 0.150
H 4.900 0.666 1.153 0.427
H 3.405 -1.206 0.555 0.466
H 4.491 2.951 0.219 0.400
H 1.058 -0.538 0.194 0.466
H 2.304 3.521 -0.416 0.494
H -5.261 -0.849 0.289 0.301
H -4.477 -0.800 -1.259 0.382
H -4.510 -2.299 -0.171 0.327
H -2.169 -1.168 0.237 0.300
H -3.402 -0.906 1.651 0.240
```

Properties
Electronic energy (hartree): -990.1726
Net charge: +1
ΔE to the lowest compared entry with this formula, charge and spin (eV): 0.005
Max |F| (eV Å⁻¹): 4.40
2S+1: 1

---

4.
# C4H6O2

A structure of composition C4H6O2 (ωB97M-V with the def2-TZVPD basis set, OMol25).

The geometry in XYZ format:
```
12
Properties=species:S:1:pos:R:3:mulliken_charge:R:1
O 1.916 0.191 1.442 -0.508
C 1.643 0.171 0.280 0.159
O 1.209 -0.986 -0.484 -0.402
C -0.066 -0.828 0.039 -0.016
C -1.243 -0.350 -0.688 -0.530
C -0.572 0.673 0.179 -0.549
H 1.795 0.942 -0.471 0.454
H -0.198 -1.379 0.966 0.365
H -1.120 -0.191 -1.752 0.256
H -2.199 -0.711 -0.346 0.232
H -0.242 1.576 -0.345 0.273
H -0.922 0.891 1.181 0.267
```

Properties
Electronic energy (hartree): -306.3960
ΔE to the lowest compared entry with this formula, charge and spin (eV): 3.001
Max |F| (eV Å⁻¹): 1.93
2S+1: 1

---

5.
# C5H7NO4

The molecule C5H7NO4 (ωB97M-V with the def2-TZVPD basis set, OMol25).

The geometry in XYZ format:
```
17
Properties=species:S:1:pos:R:3:mulliken_charge:R:1
C -2.612 1.314 0.210 -0.812
O -2.502 -0.096 -0.101 -0.371
C -1.155 -0.650 -0.286 0.443
O -1.017 -1.373 -1.181 -0.453
C -0.160 -0.287 0.729 0.061
C 0.966 -1.343 0.817 -0.483
O 2.019 -0.717 0.033 -0.363
C 1.881 0.600 -0.149 0.453
O 2.601 1.303 -0.669 -0.455
N 0.580 0.905 0.338 -0.176
H -2.299 1.957 -0.478 0.375
H -2.019 1.643 1.289 0.203
H -3.524 1.396 0.202 0.421
H -0.650 -0.116 1.660 0.389
H 0.641 -2.147 0.359 0.385
H 1.220 -1.521 1.980 0.222
H 0.239 1.709 0.051 0.161
```

Properties
Electronic energy (hartree): -550.3541
ΔE to the lowest compared entry with this formula, charge and spin (eV): 2.285
Max |F| (eV Å⁻¹): 11.01
2S+1: 1

---

6.
# C7H17BErFNO5S

A structure of composition C7H17BErFNO5S (ωB97M-V with the def2-TZVPD basis set, OMol25).

The geometry in XYZ format:
```
34
Properties=species:S:1:pos:R:3:mulliken_charge:R:1
C 3.242 -2.487 0.204 -1.001
C 3.950 -1.081 -0.076 -0.468
O 3.141 -0.246 -0.931 -0.386
C 2.440 0.740 -0.089 -0.309
C 1.215 1.402 -0.887 -0.314
O 0.499 2.407 -0.135 -0.300
C -0.331 1.871 0.905 -0.607
N -1.764 1.670 0.503 0.163
B -2.115 0.233 0.165 0.338
O -1.169 -0.833 0.010 -0.399
C -3.690 -0.173 0.006 -0.438
C -3.957 -1.671 0.554 -1.008
S -2.258 2.765 -0.688 1.222
O -3.774 2.887 -0.780 -0.243
O -1.826 2.395 -2.087 -0.289
F -1.733 4.293 -0.355 -0.152
H 3.582 -2.955 1.198 0.542
H 3.473 -3.296 -0.604 -0.011
H 2.107 -2.395 0.234 0.510
H 4.141 -0.604 0.940 0.379
H 4.985 -1.255 -0.527 0.420
H 3.208 1.551 0.147 0.287
H 2.107 0.176 0.850 0.294
H 0.543 0.617 -1.375 0.179
H 1.698 1.955 -1.763 0.383
H -0.340 2.661 1.732 0.305
H 0.106 0.942 1.404 0.270
H -0.714 -1.005 0.862 0.310
H -3.948 -0.092 -1.110 0.338
H -4.367 0.521 0.589 0.328
H -3.771 -1.669 1.682 0.291
H -3.220 -2.417 0.105 0.215
H -4.990 -2.041 0.286 0.353
Er 3.526 -4.866 -0.970 1.800
```

Properties
Electronic energy (hartree): -2244.4133
Net charge: +3
Max |F| (eV Å⁻¹): 6.95
2S+1: 4